No. 1
Below is a cluster of 16 separate species, C78H204N16O23 in total at a distorted geometry, with properties calculated with wB97M-V/def2-TZVPD.

Atoms and positions in Å:
O  4.63  4.23  5.54
O  3.58  -1.69  -2.22
O  -2.09  -5.90  -3.11
O  1.43  3.49  -2.43
O  -1.04  -7.21  2.06
O  4.16  1.44  -6.12
O  -8.20  -0.23  1.11
O  -2.32  3.22  0.96
O  -2.97  1.31  -4.70
O  -3.51  -11.26  -0.46
O  -5.21  4.57  5.76
O  -0.63  -0.69  -0.37
O  5.94  5.93  0.74
O  -3.98  5.34  -5.33
O  -4.75  -3.04  -0.08
O  2.17  -8.12  -3.53
O  -0.10  2.02  4.60
O  3.33  -5.41  -0.16
O  5.30  0.60  1.79
O  -0.66  -4.19  5.11
O  3.27  -1.99  5.17
O  0.97  -3.22  -6.23
O  1.52  8.15  3.48
N  -3.46  -8.33  -2.87
N  5.16  0.68  5.13
N  1.18  2.34  0.83
N  -1.42  3.71  -1.80
N  1.59  3.94  -6.99
N  0.46  7.90  0.76
N  -1.76  5.52  5.28
N  0.08  -8.30  -0.43
N  -2.30  2.21  7.54
N  0.02  -4.05  2.25
N  2.44  5.55  0.11
N  0.07  -0.68  -4.68
N  -1.75  3.69  -6.45
N  -5.78  -0.47  -0.22
N  4.71  -2.24  2.67
N  3.58  -4.42  -2.95
C  -0.98  -3.17  2.89
C  -0.17  7.34  1.92
C  3.87  5.53  -0.21
C  6.82  6.93  1.30
C  5.54  1.57  -5.91
C  0.27  -1.85  -0.62
C  -0.04  0.56  -0.50
C  -0.68  4.60  -2.78
C  -3.24  3.45  -0.16
C  1.75  -2.31  -5.42
C  -5.11  5.65  -4.53
C  4.05  1.89  6.93
C  2.51  2.73  -2.97
C  -3.01  5.34  6.04
C  -2.05  -2.79  1.89
C  -6.17  3.79  5.06
C  -1.27  -4.98  -3.83
C  0.78  6.93  3.10
C  -4.38  -4.33  -0.42
C  1.00  0.89  0.64
C  -0.21  -6.91  -0.14
C  5.36  3.04  5.29
C  0.45  3.79  -3.40
C  -4.36  -0.74  -0.24
C  4.71  1.87  1.51
C  -1.23  2.13  5.41
C  3.32  -1.92  2.84
C  2.11  2.61  -6.81
C  2.90  -2.55  6.41
C  3.44  -5.27  1.23
C  -1.03  6.14  1.52
C  -2.95  -10.33  -1.46
C  -1.05  2.47  6.90
C  -3.74  -10.84  0.81
C  2.56  7.99  4.46
C  5.33  -1.80  1.41
C  -4.16  -2.05  -0.92
C  -4.12  -7.04  -2.87
C  0.53  0.23  1.98
C  4.43  1.88  5.47
C  -1.12  -4.89  6.24
C  -3.99  4.70  5.13
C  0.96  -8.15  -2.80
C  -3.65  6.54  6.72
C  4.61  6.33  0.82
C  -0.78  0.31  -5.14
C  0.12  1.67  7.51
C  2.58  -4.32  -0.62
C  2.39  -4.48  -2.08
C  3.36  -0.26  -2.47
C  4.68  -2.24  -2.92
C  1.25  -0.89  -5.56
C  -3.99  1.65  -3.79
C  -4.21  4.32  -6.32
C  1.51  -4.49  -6.33
C  1.85  -7.87  -4.87
C  1.96  1.67  -8.00
C  4.69  -3.67  -2.45
C  5.00  -0.41  0.88
C  0.83  3.12  4.51
C  -3.00  4.08  -7.20
C  -6.09  0.70  0.61
C  -2.88  2.57  2.02
C  5.52  5.29  5.57
C  -1.41  -6.73  0.72
C  -2.05  -7.74  2.85
C  2.62  -2.61  4.07
C  -7.53  0.93  0.61
C  -9.57  -0.33  0.65
C  -4.02  -9.36  -1.98
C  -1.85  0.71  -4.07
C  -3.35  3.00  -8.29
C  -1.64  -3.76  4.12
C  -2.61  4.32  -1.23
C  -3.36  -6.07  -3.73
C  3.60  2.71  -6.52
C  4.13  6.08  -1.66
C  1.24  -8.44  -1.35
H  6.46  7.07  2.33
H  0.74  -5.11  -6.85
H  -4.42  3.41  -5.77
H  -0.80  3.34  -1.12
H  1.56  -8.78  -5.44
H  5.22  6.19  -1.66
H  6.33  5.21  6.28
H  -10.22  0.54  0.87
H  2.15  1.85  -3.53
H  -3.82  2.71  -3.48
H  -5.29  4.95  -3.69
H  -4.63  -2.01  -1.90
H  3.12  -0.87  3.15
H  3.78  3.40  -5.68
H  -9.87  -1.18  1.17
H  2.10  4.92  0.80
H  -3.27  4.51  -2.05
H  1.89  5.53  -0.74
H  6.39  -2.00  1.42
H  -0.40  5.54  -2.33
H  1.51  -2.45  4.01
H  -3.76  3.12  2.46
H  -4.12  4.03  0.15
H  6.01  2.09  -6.78
H  -1.83  6.19  4.53
H  1.88  4.32  -7.91
H  1.99  0.51  0.31
H  -1.72  -5.66  0.73
H  0.30  2.74  1.15
H  -2.89  4.59  6.83
H  3.16  2.34  -2.15
H  -5.66  1.60  0.17
H  3.62  7.03  -1.79
H  -6.20  -1.22  0.29
H  -0.83  1.28  -0.58
H  3.06  8.97  4.63
H  -2.30  -7.31  0.32
H  0.85  -4.13  2.83
H  -3.97  1.00  -2.87
H  7.84  6.46  1.28
H  4.95  6.19  5.88
H  5.70  2.23  -5.02
H  -0.34  0.64  2.43
H  5.40  2.47  0.96
H  -0.39  5.44  0.99
H  -2.31  1.23  7.78
H  2.91  -3.66  6.54
H  -1.37  4.77  -3.60
H  -2.75  5.02  -7.71
H  -1.53  5.62  2.34
H  0.95  8.74  1.00
H  -0.39  -2.29  3.21
H  -1.06  -5.40  -4.82
H  -2.01  -9.87  -1.08
H  3.86  5.41  -2.52
H  -4.00  -0.87  0.77
H  -0.76  8.12  2.40
H  3.93  -0.42  0.74
H  5.49  -0.25  -0.06
H  -0.39  -4.86  7.05
H  -4.62  -10.19  0.83
H  -3.09  -2.25  -1.04
H  -4.61  6.34  7.19
H  -2.32  2.71  8.43
H  -0.19  1.20  -5.41
H  -7.84  1.82  1.19
H  -2.06  -0.22  -3.44
H  -5.06  -4.93  0.19
H  -1.03  5.86  5.93
H  -4.90  1.41  -4.28
H  -2.13  2.55  2.82
H  2.46  -5.25  1.71
H  -5.13  -7.19  -3.29
H  4.50  7.41  0.58
H  2.48  0.02  -1.92
H  0.94  -0.69  -6.64
H  -1.66  -2.29  1.03
H  2.26  0.68  -7.65
H  5.66  0.74  4.29
H  -4.96  6.65  -4.22
H  -2.91  -10.34  1.33
H  -9.65  -0.56  -0.43
H  -1.96  -4.39  6.66
H  0.70  -6.41  0.26
H  1.67  -3.73  -2.44
H  -3.89  2.15  -7.84
H  3.80  -5.37  -3.16
H  1.93  -2.24  6.75
H  -0.30  -5.03  2.20
H  2.76  -2.09  1.93
H  1.32  0.30  2.77
H  -3.75  7.35  6.03
H  -3.81  -5.09  -3.84
H  1.98  -0.14  -5.30
H  1.71  -4.92  -5.33
H  -1.99  2.78  5.01
H  0.73  -2.15  0.30
H  -4.06  5.31  4.20
H  5.98  0.58  -5.82
H  -2.42  5.36  -0.79
H  1.63  -4.32  -0.08
H  -5.17  4.52  -6.85
H  0.50  0.62  -1.44
H  0.27  4.04  4.23
H  -4.29  -6.74  -1.86
H  -3.24  -6.53  -4.72
H  -2.26  -4.64  3.76
H  -0.89  3.54  7.00
H  -1.76  -4.00  -4.00
H  -3.48  2.44  -0.57
H  3.64  -2.19  7.14
H  2.18  7.60  5.43
H  0.16  6.67  3.94
H  5.54  -4.07  -2.95
H  0.04  2.82  -3.79
H  4.86  -3.72  -1.39
H  3.54  2.11  4.86
H  -3.77  -0.02  -0.78
H  2.97  -3.63  4.10
H  0.28  -8.91  -3.20
H  2.65  1.95  -8.83
H  -2.46  -8.16  -2.68
H  0.58  3.87  -6.94
H  0.26  1.98  8.51
H  1.99  -5.49  -2.15
H  1.48  6.14  2.82
H  3.30  7.30  4.08
H  -1.47  1.35  -3.27
H  -7.78  1.13  -0.39
H  -4.65  -4.46  -1.47
H  0.79  4.27  -4.32
H  1.14  7.23  0.45
H  1.03  1.78  6.98
H  -4.07  -11.73  1.42
H  -0.14  0.62  7.53
H  -0.35  -4.74  -3.26
H  -1.58  1.15  5.30
H  1.53  2.74  3.74
H  -1.34  -5.95  6.09
H  -0.47  -1.58  -4.56
H  1.33  3.27  5.47
H  4.36  4.54  -0.22
H  -1.72  -7.74  3.91
H  0.37  -0.87  1.91
H  -2.47  2.60  -8.83
H  6.84  7.88  0.80
H  -1.62  4.43  -5.75
H  3.23  -0.03  -3.53
H  0.92  1.71  -8.42
H  -3.57  3.75  4.89
H  2.82  -2.44  -5.67
H  6.07  2.89  6.09
H  -0.45  -6.40  -1.11
H  3.66  2.88  7.17
H  3.26  1.16  7.15
H  1.74  2.14  -5.85
H  -2.64  -3.66  1.58
H  -5.84  2.71  5.06
H  5.22  -2.00  3.53
H  4.16  6.21  1.83
H  -1.81  6.38  0.84
H  4.55  -0.14  5.07
H  5.03  -2.51  0.67
H  3.98  -4.37  1.52
H  1.71  -2.62  -4.38
H  5.96  5.42  4.54
H  -3.05  6.87  7.55
H  -2.61  -10.99  -2.28
H  3.79  1.75  0.96
H  -4.82  -9.86  -2.47
H  5.89  3.02  4.37
H  1.34  2.84  -0.07
H  -4.00  3.51  -8.98
H  -2.99  -7.13  2.77
H  -2.31  -2.99  4.59
H  1.13  -7.02  -4.98
H  1.48  -9.53  -1.31
H  -6.34  4.16  4.05
H  0.40  -7.18  -2.93
H  2.83  -7.53  -5.29
H  4.02  -6.07  1.68
H  -2.19  -8.78  2.59
H  4.42  -2.22  -3.99
H  2.41  -4.53  -6.95
H  4.21  0.33  -2.05
H  -3.22  1.59  1.72
H  -7.06  3.95  5.57
H  -3.37  -4.66  -0.20
H  -5.64  0.62  1.62
H  0.25  -8.73  0.46
H  4.47  2.38  2.43
H  3.08  -3.35  -0.45
H  -4.47  -8.86  -1.08
H  -6.07  5.65  -5.12
H  0.97  -1.62  -1.44
H  2.10  -7.87  -0.99
H  4.94  1.61  7.53
H  -0.36  -2.66  -0.89
H  -1.32  -0.01  -6.04
H  3.17  3.31  -3.63
H  -2.80  -2.13  2.32
H  4.10  3.11  -7.43
H  5.62  -1.69  -2.74
H  -1.89  2.97  -5.72

Properties
HOMO-LUMO gap = 0.3305 Eh
HOMO level = -8.48 eV
Net charge = 0
LUMO = 0.0190 Eh

---

No. 2
Below is the molecule C6H10O, with properties calculated with wB97M-V/def2-TZVPD.

Atoms and positions in Å:
O  0.84  -1.16  1.78
C  1.56  -1.18  0.81
C  -1.40  -0.60  -0.67
C  -0.82  0.78  -0.50
C  -1.89  0.30  0.43
C  1.61  -0.09  -0.24
C  0.61  1.04  -0.01
H  -2.04  -0.77  -1.53
H  -1.15  1.49  -1.25
H  0.59  1.27  1.07
H  -0.81  -1.46  -0.38
H  1.47  -0.57  -1.22
H  2.26  -2.02  0.65
H  -1.59  0.03  1.44
H  0.99  1.93  -0.51
H  2.65  0.28  -0.24
H  -2.89  0.72  0.35

Properties
HOMO-LUMO gap = 0.4024 Eh
Structure (SMILES) = O=CCCC1CC1
HOMO level = -9.89 eV
Net charge = 0
LUMO = 0.0390 Eh